3 unconnected molecules or ions with the total composition C3H12N2O, computed with the ωB97M-V functional and the def2-TZVPD basis.

Each atom is followed by the atoms it is bonded to, with distances in Å.
CARTESIAN COORDINATES (ANGSTROEM)
1 C 0.79421 -2.51648 0.16148  N3 1.264, H7 1.083, H8 1.091
2 C 2.24745 1.06568 0.27964  O4 1.401, H9 1.099, H10 1.099, H11 1.095
3 N 0.21105 -2.00059 -0.83433  C1 1.264, H6 1.018
4 O 1.08746 0.28330 0.34808  C2 1.401, H5 1.073
5 H 0.81488 -0.30063 -0.50960  O4 1.073
6 H -0.79965 -2.11871 -0.85612  N3 1.018
7 H 1.86345 -2.36254 0.24161  C1 1.083
8 H 0.29543 -2.88346 1.05928  C1 1.091
9 H 2.20667 1.80604 -0.53133  C2 1.099
10 H 3.15162 0.45015 0.17326  C2 1.099
11 H 2.32987 1.60782 1.22785  C2 1.095
12 C -2.24004 1.06601 -0.63382  N13 1.452, H16 1.091, H17 1.103, H18 1.090
13 N -1.80309 1.20297 0.74422  C12 1.452, H14 1.015, H15 1.017
14 H -2.26109 0.51382 1.33148  N13 1.015
15 H -0.80286 1.03222 0.81360  N13 1.017
16 H -3.31146 1.26343 -0.69346  C12 1.091
17 H -2.05468 0.07604 -1.08265  C12 1.103
18 H -1.72920 1.81494 -1.23920  C12 1.090

- net charge = 0
- relative energy (zero: lowest compared OMol25 entry of this formula, charge and spin) (kJ/mol) = 180.1
- lowest unoccupied orbital energy (eV) = 0.88
- SMILES = C=N.CN.CO
- gap between HOMO and LUMO (eV) = 9.671
- energy (a.u.) = -306.175344

2 unconnected molecules or ions with the total composition C4H9N2, computed with the ωB97M-V functional and the def2-TZVPD basis.

Each atom is followed by the atoms it is bonded to, with distances in Å.
CARTESIAN COORDINATES (ANGSTROEM)
1 C 0.26558 0.71091 -0.28262  C3 1.506, N6 1.257
2 C 0.75407 -1.40414 0.61038  C4 1.410, N5 1.194
3 C -0.59947 1.79955 0.29609  C1 1.506, H7 1.133, H8 1.056, H9 1.163
4 C -0.26583 -2.07366 -0.09640  C2 1.410, H10 1.136, H11 1.044, H12 1.137
5 N 1.56069 -1.79673 1.39897  C2 1.194, H13 0.978
6 N 0.63699 0.75674 -1.48291  C1 1.257, H14 1.063, H15 1.085
7 H -0.70124 2.70742 -0.37393  C3 1.133
8 H -0.30423 1.97371 1.29478  C3 1.056
9 H -1.63780 1.28206 0.38343  C3 1.163
10 H -0.30419 -3.04333 0.49443  C4 1.136
11 H -0.05382 -2.33229 -1.08497  C4 1.044
12 H -1.30786 -1.61836 -0.08839  C4 1.137
13 H 2.25834 -1.26089 1.82611  N5 0.978
14 H 1.07016 -0.07299 -1.98743  N6 1.063
15 H 0.46325 1.58223 -2.16571  N6 1.085

- net charge = +1
- relative energy (zero: lowest compared OMol25 entry of this formula, charge and spin) (kJ/mol) = 388.5
- lowest unoccupied orbital energy (eV) = -4.19
- gap between HOMO and LUMO (eV) = 9.526
- energy (a.u.) = -266.951301